(1)
Formula: C2H4N2O2
Source: OMol25
Level of theory: ωB97M-V/def2-TZVPD

XYZ file:
```
10
C2H4N2O2 | OMol25 | ωB97M-V/def2-TZVPD
N 0.455 0.644 1.406
H 0.434 -1.333 1.640
H 0.251 2.386 1.146
H -2.060 -0.378 -1.802
H 1.595 -1.032 -1.016
O -1.579 -0.238 -0.895
O 0.268 1.696 0.639
C 0.546 -0.444 0.910
C 0.532 -0.688 -0.561
N -0.443 -0.614 -1.466
```

**Orbital gap**: 10.58 eV
**Charge**: 0
**LUMO**: 0.90 eV
**SMILES**: O/N=C\C=N/O
**ΔE to the lowest compared entry with this formula, charge and spin**: 637.2 kJ/mol

And the natural (NBO) charges, in e, turn out to be: number 1, N, carries -0.108; number 2, H, carries 0.215; number 3, H, carries 0.466; number 4, H, carries 0.492; number 5, H, carries 0.204; number 6, O, carries -0.527; number 7, O, carries -0.518; number 8, C, carries -0.042; number 9, C, carries -0.065; number 10, N, carries -0.115

---

(2)
Formula: C2H4N2O2
Source: OMol25
Level of theory: ωB97M-V/def2-TZVPD

XYZ file:
```
10
C2H4N2O2 | OMol25 | ωB97M-V/def2-TZVPD
N -0.476 -1.026 -1.047
H -1.056 -1.409 -0.337
O -0.920 -0.673 1.741
C -0.447 0.429 1.460
N 1.159 0.445 -1.704
H 2.030 0.767 -1.324
H 1.320 -0.194 -2.473
O 0.250 0.812 0.378
H -0.393 1.296 2.203
C 0.227 -0.014 -0.754
```

**Orbital gap**: 10.60 eV
**Charge**: 0
**LUMO**: 0.80 eV
**SMILES**: [H]/N=C(/N)OC=O
**ΔE to the lowest compared entry with this formula, charge and spin**: 142.7 kJ/mol

And the natural (NBO) charges, in e, turn out to be: number 1, N, carries -0.720; number 2, H, carries 0.382; number 3, O, carries -0.561; number 4, C, carries 0.653; number 5, N, carries -0.827; number 6, H, carries 0.381; number 7, H, carries 0.401; number 8, O, carries -0.507; number 9, H, carries 0.130; number 10, C, carries 0.668

---

(3)
Formula: C2H4N2O2
Source: OMol25
Level of theory: ωB97M-V/def2-TZVPD

XYZ file:
```
10
C2H4N2O2 | OMol25 | ωB97M-V/def2-TZVPD
H -1.567 -0.013 1.017
H -2.354 0.373 -1.664
N 1.882 0.300 0.263
H 2.725 -0.086 0.650
C 0.769 -0.477 0.367
C -1.364 0.060 -0.047
O 0.640 -1.373 1.178
H 1.962 0.956 -0.489
N -0.222 -0.102 -0.569
O -2.473 0.361 -0.706
```

**Orbital gap**: 10.80 eV
**Charge**: 0
**LUMO**: 0.80 eV
**SMILES**: NC(=O)/N=C/O
**ΔE to the lowest compared entry with this formula, charge and spin**: 68.6 kJ/mol

And the natural (NBO) charges, in e, turn out to be: number 1, H, carries 0.168; number 2, H, carries 0.496; number 3, N, carries -0.824; number 4, H, carries 0.401; number 5, C, carries 0.759; number 6, C, carries 0.469; number 7, O, carries -0.621; number 8, H, carries 0.398; number 9, N, carries -0.593; number 10, O, carries -0.652

---

(4)
Formula: C2H4N2O2
Source: OMol25
Level of theory: ωB97M-V/def2-TZVPD

XYZ file:
```
10
C2H4N2O2 | OMol25 | ωB97M-V/def2-TZVPD
N -0.493 -0.056 0.738
N 0.975 -0.590 -0.998
C -1.161 0.962 0.117
O -0.985 1.333 -1.021
H -0.551 -0.011 1.740
H -1.872 1.439 0.808
C 0.696 -0.794 0.318
O 1.209 -1.528 1.106
H 1.912 -0.705 -1.327
H 0.271 -0.050 -1.480
```

**Orbital gap**: 11.26 eV
**Charge**: 0
**LUMO**: 0.72 eV
**SMILES**: NC(=O)NC=O
**ΔE to the lowest compared entry with this formula, charge and spin**: 28.0 kJ/mol

And the natural (NBO) charges, in e, turn out to be: number 1, N, carries -0.673; number 2, N, carries -0.844; number 3, C, carries 0.540; number 4, O, carries -0.596; number 5, H, carries 0.410; number 6, H, carries 0.124; number 7, C, carries 0.794; number 8, O, carries -0.592; number 9, H, carries 0.411; number 10, H, carries 0.426

---

(5)
Formula: C2H4N2O2
Source: OMol25
Level of theory: ωB97M-V/def2-TZVPD

XYZ file:
```
10
C2H4N2O2 | OMol25 | ωB97M-V/def2-TZVPD
N -0.478 0.183 -0.354
H 1.961 0.559 -0.855
H -2.019 -0.457 0.898
O -2.671 0.417 -0.834
N 1.810 -0.054 -0.071
H -0.322 0.608 -1.258
C -1.820 0.032 -0.066
H 2.594 -0.236 0.536
O 0.375 -0.793 1.538
C 0.569 -0.258 0.466
```

**Orbital gap**: 10.90 eV
**Charge**: 0
**LUMO**: 0.57 eV
**SMILES**: NC(=O)NC=O
**ΔE to the lowest compared entry with this formula, charge and spin**: 18.8 kJ/mol

And the natural (NBO) charges, in e, turn out to be: number 1, N, carries -0.673; number 2, H, carries 0.392; number 3, H, carries 0.153; number 4, O, carries -0.569; number 5, N, carries -0.833; number 6, H, carries 0.407; number 7, C, carries 0.541; number 8, H, carries 0.412; number 9, O, carries -0.618; number 10, C, carries 0.787

---

(6)
Formula: C2H4N2O2
Source: OMol25
Level of theory: ωB97M-V/def2-TZVPD

XYZ file:
```
10
C2H4N2O2 | OMol25 | ωB97M-V/def2-TZVPD
C -0.804 -0.618 -1.457
O 0.445 1.345 1.657
H -0.033 -1.393 -1.399
C 0.665 -0.292 0.209
O -1.825 -0.641 -2.128
H 0.937 -1.225 -0.275
N -0.335 0.260 -0.490
H 0.774 1.425 2.737
N 1.156 0.252 1.206
H -0.980 0.888 -0.059
```

**Orbital gap**: 10.17 eV
**Charge**: 0
**LUMO**: 0.56 eV
**SMILES**: O=CN/C=N\O
**ΔE to the lowest compared entry with this formula, charge and spin**: 389.2 kJ/mol

And the natural (NBO) charges, in e, turn out to be: number 1, C, carries 0.555; number 2, O, carries -0.586; number 3, H, carries 0.079; number 4, C, carries 0.192; number 5, O, carries -0.546; number 6, H, carries 0.188; number 7, N, carries -0.627; number 8, H, carries 0.497; number 9, N, carries -0.180; number 10, H, carries 0.429

---

The evaluated largest force on an atom for the records listed, in turn: 0.1621 0.0638 0.0105 0.0372 0.0084 0.0988 hartree/bohr.
The evaluated total energy for the records listed, in turn: -338.4105 -338.5989 -338.6271 -338.6425 -338.6460 -338.5050 hartree.